{"formula": "C20H25MoNO4PS2", "method": "ωB97M-V with the def2-TZVPD basis set", "elements": ["Mo", "O", "C", "C", "O", "O", "C", "C", "C", "C", "C", "C", "C", "C", "C", "C", "C", "C", "H", "H", "H", "H", "H", "H", "H", "H", "H", "H", "H", "C", "P", "C", "C", "O", "H", "H", "H", "H", "H", "H", "H", "H", "H", "S", "C", "N", "C", "C", "S", "H", "H", "H", "H", "H"], "xyz": [[0.162, -0.408, -0.884], [-0.769, -0.565, 0.985], [-1.127, 0.794, 1.453], [-1.603, 1.571, 0.208], [-2.129, 2.595, 0.065], [-1.156, 0.830, -1.011], [-2.175, 0.689, 2.532], [-3.018, 1.760, 2.814], [-3.931, 1.652, 3.851], [-4.013, 0.487, 4.604], [-3.163, -0.574, 4.330], [-2.234, -0.473, 3.306], [0.208, 1.419, 1.865], [1.196, 1.522, 0.884], [2.480, 1.947, 1.194], [2.775, 2.277, 2.511], [1.790, 2.186, 3.488], [0.507, 1.745, 3.176], [-1.548, -1.150, 1.105], [-2.975, 2.678, 2.245], [-4.585, 2.485, 4.069], [-4.731, 0.412, 5.409], [-3.209, -1.476, 4.925], [-1.537, -1.291, 3.157], [0.932, 1.549, -0.187], [3.221, 2.073, 0.416], [3.761, 2.634, 2.774], [2.020, 2.463, 4.509], [-0.250, 1.664, 3.945], [4.415, 0.062, -2.040], [3.552, -1.262, -1.213], [3.702, -2.778, -2.143], [4.125, -1.466, 0.465], [2.015, -0.906, -1.145], [5.483, -0.168, -2.045], [4.269, 1.007, -1.518], [4.074, 0.149, -3.072], [4.755, -3.065, -2.193], [3.333, -2.630, -3.159], [3.148, -3.579, -1.653], [5.178, -1.754, 0.456], [3.554, -2.252, 0.961], [4.018, -0.527, 1.009], [-0.797, -2.056, -2.248], [-1.821, -1.331, -3.472], [-2.693, -2.077, -4.087], [-3.548, -1.418, -5.090], [-2.924, -0.042, -5.366], [-1.745, 0.283, -3.999], [-2.826, -3.055, -3.852], [-4.556, -1.339, -4.682], [-3.577, -2.030, -5.989], [-3.667, 0.751, -5.363], [-2.366, -0.011, -6.298]], "spin_multiplicity": 3, "homo_lumo_gap_ev": [5.52, 5.52], "homo_ev": [-16.83, -16.83], "total_charge": 3, "s2": 2.013}